Record 1
Here is C35H25AsCsIO2S as an isolated structure at a distorted geometry from the OMol25 dataset. Energies are from the ωB97M-V functional and the def2-TZVPD basis.

The calculation puts the total energy at -121117.505 eV. Its net charge is -2. As for the spin multiplicity: 1.

Each line ends with the Löwdin charge.
Atoms and positions in Å:
Cs -1.9943 2.4854 -0.4948  0.795
I -5.5180 2.8275 -1.3682  0.811
C -5.7645 0.7496 -1.0346  -0.640
C -6.3958 -0.0003 -2.0239  -0.173
C -6.6358 -1.3891 -1.7449  -0.135
C -6.2993 -1.9506 -0.5512  -0.085
C -5.6412 -1.1471 0.4152  -0.173
C -5.2399 -1.6456 1.7201  -0.086
C -4.3850 -0.9132 2.4768  -0.113
C -3.9740 0.4437 2.1234  -0.160
C -4.4371 0.9474 0.9564  -0.275
C -5.3062 0.2283 0.1766  -0.352
H -6.7334 0.5047 -2.9664  0.084
H -7.1244 -2.0042 -2.5568  0.100
H -6.4471 -3.0181 -0.2832  0.106
H -5.5610 -2.6532 1.9198  0.080
H -4.0955 -1.3521 3.4243  0.075
H -3.3747 0.9567 2.8337  0.056
O 0.1730 3.9609 -2.2645  -0.139
C -0.1920 4.9366 -1.5325  -0.792
O -1.3793 5.4003 -1.3969  -0.155
C 0.9149 5.6248 -0.7903  -0.180
C 1.7586 6.4468 -1.5247  -0.086
C 2.9680 6.9097 -1.0421  -0.144
C 3.2710 6.5551 0.2748  -0.143
C 2.4494 5.7308 1.0550  -0.180
C 1.2729 5.2253 0.5491  -0.719
S 0.3143 4.1741 1.5561  0.359
H 1.4007 6.7230 -2.5176  0.109
H 3.6304 7.5353 -1.7054  0.091
H 4.2081 6.8644 0.6954  0.066
H 2.6530 5.5761 2.1024  0.071
C 4.8384 -3.4635 3.0650  -0.099
C 4.0520 -2.4880 3.7415  -0.090
C 2.9463 -1.9458 3.1296  -0.142
C 2.5091 -2.3392 1.8837  -0.380
C 3.2585 -3.3568 1.3028  -0.143
C 4.3848 -3.9319 1.8551  -0.111
As 0.9085 -1.4886 1.0343  1.361
C 0.5203 -3.0465 -0.1175  -0.406
C 0.4256 -4.3352 0.4480  -0.126
C -0.0069 -5.3836 -0.3717  -0.112
C -0.3789 -5.1641 -1.6646  -0.133
C -0.3077 -3.9329 -2.2800  -0.074
C 0.1411 -2.8455 -1.4869  -0.075
C 1.8458 -0.3037 -0.2509  -0.401
C 2.7260 -0.8228 -1.2136  -0.143
C 3.3170 0.0170 -2.1356  -0.129
C 3.0630 1.3688 -2.1304  -0.058
C 2.2524 1.9089 -1.0868  -0.032
C 1.5917 1.0655 -0.1972  -0.136
H 5.7549 -3.7812 3.5199  0.083
H 4.3798 -2.1540 4.7375  0.101
H 2.3555 -1.2385 3.6723  0.090
H 2.9615 -3.7551 0.3134  0.098
H 4.8748 -4.7096 1.2550  0.104
H 0.6254 -4.5754 1.4655  0.092
H -0.0957 -6.3674 0.0754  0.096
H -0.6895 -6.0257 -2.2466  0.095
H -0.5469 -3.8128 -3.2874  0.078
H 0.3498 -1.8598 -1.9406  0.102
H 2.9319 -1.8991 -1.2722  0.093
H 3.9193 -0.4172 -2.9047  0.085
H 3.5603 1.9303 -2.9417  0.110
H 2.1105 2.9770 -1.0125  0.089
H 0.9055 1.4435 0.5609  0.035

***

Record 2
Here is C35H25AsIO8PPdS as an isolated structure at a distorted geometry from the OMol25 dataset. Energies are from the ωB97M-V functional and the def2-TZVPD basis.

The calculation puts the total energy at -145619.540 eV. As for the spin multiplicity: 5.

Each line ends with the Löwdin charge.
Atoms and positions in Å:
Pd -0.1854 -0.1969 0.4613  1.083
C 6.7941 -1.1989 -1.1331  -0.072
C 5.9168 -0.5706 -2.0102  -0.065
C 4.6118 -0.3187 -1.6192  -0.081
C 4.1749 -0.6959 -0.3492  -0.345
C 5.0502 -1.3324 0.5225  -0.066
C 6.3606 -1.5791 0.1274  -0.067
P 2.4845 -0.2440 0.1295  1.173
C 2.1686 -1.0486 1.7356  -0.357
C 1.7258 -2.3733 1.8191  -0.077
C 1.6362 -3.0016 3.0502  -0.049
C 1.9916 -2.3231 4.2037  -0.049
C 2.4475 -1.0072 4.1286  -0.060
C 2.5283 -0.3674 2.9077  -0.080
C 2.6549 1.5443 0.4456  -0.282
C 3.8697 2.0923 0.7656  -0.073
C 3.9866 3.4805 0.9921  -0.059
C 2.9019 4.2964 0.8525  -0.015
C 1.6404 3.7800 0.4717  -0.156
C 0.5158 4.6185 0.2640  -0.027
C -0.6758 4.0962 -0.1386  -0.048
C -0.8296 2.6979 -0.3161  -0.078
C 0.2394 1.8933 -0.1130  -0.100
C 1.5033 2.3814 0.2829  -0.187
H 7.8171 -1.3920 -1.4345  0.108
H 6.2507 -0.2792 -2.9977  0.108
H 3.9277 0.1803 -2.2977  0.106
H 4.7163 -1.6422 1.5053  0.108
H 7.0413 -2.0704 0.8114  0.108
H 1.4720 -2.9149 0.9257  0.094
H 1.2750 -4.0210 3.1033  0.117
H 1.9083 -2.8108 5.1687  0.114
H 2.7309 -0.4772 5.0292  0.114
H 2.8541 0.6628 2.8631  0.111
H 4.7482 1.4644 0.8523  0.109
H 4.9485 3.8937 1.2682  0.108
H 2.9951 5.3639 1.0240  0.119
H 0.6208 5.6849 0.4307  0.115
H -1.5313 4.7422 -0.3009  0.113
H -1.7929 2.3017 -0.5977  0.089
O -2.9776 -1.9977 -1.9906  -0.227
As -2.5669 -0.3179 -1.7102  0.882
O -3.7429 0.6365 -2.3024  -0.438
O -2.2383 -0.0397 -0.0471  -0.480
C -0.9340 0.0042 -2.7272  -0.239
C -1.0426 1.0924 -3.5899  -0.083
C -0.0090 1.4095 -4.4556  -0.052
C 1.1461 0.6338 -4.4897  -0.061
C 1.2723 -0.4564 -3.6503  -0.071
C 0.2411 -0.7606 -2.7624  -0.286
S 0.4995 -2.2054 -1.7717  0.509
O 0.3844 -3.3680 -2.5880  -0.234
O 1.8770 -2.0392 -1.2174  -0.405
O -0.4830 -2.1101 -0.6559  -0.418
H -2.4898 -2.5691 -1.3790  0.031
H -1.9643 1.6611 -3.5750  0.102
H -0.1130 2.2553 -5.1261  0.110
H 1.9438 0.8738 -5.1826  0.109
H 2.1558 -1.0854 -3.6783  0.116
I -1.4061 -0.0879 9.3097  0.867
C -1.2154 -0.0078 7.2321  -0.734
C -1.7848 -1.0107 6.4573  -0.139
C -1.6257 -0.9692 5.0792  -0.004
C -0.9098 0.0675 4.4910  -0.139
C -0.3642 1.0731 5.2748  -0.016
C -0.5139 1.0418 6.6536  -0.143
C -0.6580 0.0734 3.0220  -0.576
O -0.1204 1.0500 2.4644  0.001
O -0.9613 -0.9594 2.3396  -0.023
H -2.3394 -1.8143 6.9228  0.094
H -2.0543 -1.7381 4.4489  0.125
H 0.1799 1.8776 4.7939  0.123
H -0.0922 1.8240 7.2714  0.093

***

Record 3
Here is C35H25BaN5O2 as an isolated structure at a distorted geometry from the OMol25 dataset. Energies are from the ωB97M-V functional and the def2-TZVPD basis.

The calculation puts the total energy at -48942.131 eV. As for the spin multiplicity: 1.

Each line ends with the Löwdin charge.
Atoms and positions in Å:
Ba -0.3774 -0.0529 -0.1903  2.046
C 4.0566 1.7753 -0.2589  -0.051
C 2.9430 1.2694 0.4244  -0.157
N 2.3590 0.1440 0.0892  -0.050
C 2.7811 -0.5962 -0.9636  -0.184
C 3.8949 -0.1337 -1.7282  -0.163
C 4.5148 1.0689 -1.3322  -0.011
C 4.3421 -0.8391 -2.8614  -0.068
C 3.6724 -1.9717 -3.2278  -0.087
C 2.5948 -2.4591 -2.4837  -0.038
C 2.1023 -1.8426 -1.3291  -0.262
N 1.0177 -2.2551 -0.6174  -0.112
C 0.3697 -3.4443 -0.7358  -0.245
C 0.9938 -4.6389 -1.1055  -0.041
C 0.3238 -5.8575 -1.2323  -0.085
C -1.0172 -5.9580 -0.9924  -0.069
C -1.7089 -4.8160 -0.5457  -0.162
C -3.0804 -4.8820 -0.2259  -0.015
C -3.7375 -3.7901 0.2613  -0.059
C -3.0006 -2.6131 0.4406  -0.163
N -1.7302 -2.5106 0.1308  -0.042
C -1.0425 -3.5618 -0.3795  -0.155
H 4.5150 2.7049 0.0483  0.105
H 2.5215 1.8030 1.2707  0.107
H 5.3591 1.4254 -1.9102  0.118
H 5.1844 -0.4648 -3.4285  0.105
H 3.9752 -2.5173 -4.1134  0.105
H 2.0936 -3.3404 -2.8525  0.094
H 2.0600 -4.6284 -1.2754  0.103
H 0.8910 -6.7306 -1.5314  0.105
H -1.5490 -6.8933 -1.1079  0.105
H -3.5982 -5.8234 -0.3662  0.117
H -4.7873 -3.8239 0.5171  0.103
H -3.4728 -1.7277 0.8571  0.104
C -0.9806 0.6853 3.3352  -0.070
O -1.1208 1.3074 2.0671  -0.294
C -1.5777 2.6029 1.9610  -0.226
C -2.1957 3.2292 3.0354  -0.028
C -2.6773 4.5237 2.9324  -0.085
C -2.5467 5.2085 1.7365  -0.086
C -1.9318 4.5923 0.6631  -0.020
C -1.4229 3.2939 0.7401  -0.188
N -0.7968 2.6831 -0.3746  -0.072
N -0.4553 3.4820 -1.2946  0.060
C 0.1576 3.0522 -2.4309  -0.145
C 0.1753 1.7129 -2.9643  -0.384
O -0.4666 0.7239 -2.5010  -0.325
C 0.9662 1.4963 -4.1545  -0.004
C 1.6220 2.4866 -4.7895  -0.018
C 1.5580 3.8384 -4.3282  -0.180
C 2.2225 4.8670 -5.0183  -0.047
C 2.1634 6.1654 -4.5813  -0.098
C 1.4312 6.4561 -3.4232  -0.089
C 0.7845 5.4640 -2.7271  -0.034
C 0.8193 4.1227 -3.1607  -0.103
H -0.3413 1.2825 3.9883  0.108
H -0.5197 -0.2805 3.1395  0.091
H -1.9496 0.5358 3.8152  0.098
H -2.3039 2.6987 3.9712  0.104
H -3.1584 4.9834 3.7850  0.104
H -2.9286 6.2155 1.6382  0.104
H -1.8292 5.1057 -0.2818  0.103
H 1.0015 0.4726 -4.5065  0.117
H 2.2093 2.2703 -5.6749  0.115
H 2.7832 4.6103 -5.9098  0.109
H 2.6734 6.9543 -5.1179  0.097
H 1.3772 7.4775 -3.0678  0.099
H 0.2382 5.7093 -1.8286  0.093

***

Among the records above, which one has the highest spin multiplicity? C35H25AsIO8PPdS

***

Which value of spin multiplicity does entry 1 give? 1